--- one ---
C15H23ClN4O4S in the gas phase, computed with ωB97M-V with the def2-TZVPD basis set.

SMILES	CO[C@@]1(C(=O)NC[C@H](CO)NC(=O)Cc2cc(Cl)n(C)n2)CCSC1
total charge	0
HOMO level	-8.54	eV
gap between HOMO and LUMO	9.1	eV

Last column: Löwdin charge in e.
CARTESIAN COORDINATES (ANGSTROEM)
H (3.86047, -0.33526, 0.27275)  0.119
C (-2.07031, 0.91808, -0.13237)  -0.478
C (2.27413, -0.18444, 1.68544)  -0.303
C (-0.31168, -1.89896, -1.95641)  -0.105
H (0.95183, 3.30085, 3.47358)  0.085
H (-4.03702, 1.42647, -0.88890)  0.094
H (3.76184, -1.69152, 1.37885)  0.126
C (0.81515, 2.91375, 2.46416)  -0.025
H (-0.47978, -2.85767, -1.45921)  0.135
H (-2.82344, 2.64821, -1.24831)  0.081
N (2.02407, -1.18597, -1.35675)  0.107
H (-0.17979, 1.62557, -1.83958)  0.096
H (1.40494, -1.62483, 3.14865)  0.116
H (-1.58446, 0.14060, 1.81512)  0.094
C (-3.48372, 1.19644, 1.94158)  -0.441
C (2.37149, -1.81623, -0.21053)  -0.479
N (-0.72684, -0.82479, -1.09578)  0.103
C (-1.89102, -0.15836, -1.19822)  -0.443
C (3.16350, -0.99322, 0.79713)  -0.046
H (-0.23492, 2.98846, 2.18210)  0.077
C (-3.15128, 1.92682, -0.50377)  -0.382
C (0.84755, 0.50771, 3.19481)  -0.702
O (-0.83393, 1.55356, 0.13576)  -0.176
H (1.54717, -3.87636, -2.17748)  0.117
H (1.32335, -4.18686, -4.45253)  0.088
H (-0.10046, -0.55517, -0.34936)  0.134
H (0.74786, 2.53229, -0.63623)  0.082
H (-4.47916, 0.75479, 1.95393)  0.071
C (-2.47607, 0.28877, 1.20793)  -0.131
O (1.04010, -3.33082, -4.12729)  -0.049
O (2.00186, -2.94973, 0.04950)  0.069
C (1.70660, -3.07123, -2.89930)  -0.223
C (-0.25764, 2.24772, -0.94072)  -0.080
H (2.30227, -0.22613, -1.46982)  0.143
Cl (-0.27747, 0.73412, 4.45733)  0.741
H (1.18926, -1.05519, -3.20311)  0.157
C (1.49305, -0.62489, 2.76064)  -0.021
H (-0.92687, -1.89025, -2.85244)  0.130
H (-2.91538, -0.69969, 1.06176)  0.131
N (2.11367, 1.11880, 1.47743)  0.133
H (-3.18413, 1.39027, 2.96839)  0.057
C (1.15715, -1.76361, -2.37130)  -0.270
H (2.78689, -2.97508, -3.05784)  0.128
N (1.24690, 1.53173, 2.40689)  -0.196
S (-3.56396, 2.76617, 1.04248)  0.868
O (-2.74366, -0.38579, -2.03708)  0.086
H (1.41385, 3.49154, 1.77133)  0.090
H (-0.81196, 3.15929, -1.18325)  0.090

***

--- two ---
C15H23ClN4O4S in the gas phase, computed with ωB97M-V with the def2-TZVPD basis set.

SMILES	CO[C@@]1(C(=O)NC[C@H](CO)NC(=O)Cc2cc(Cl)n(C)n2)CCSC1
total charge	0
HOMO level	-8.71	eV
gap between HOMO and LUMO	9.1	eV

Last column: Löwdin charge in e.
CARTESIAN COORDINATES (ANGSTROEM)
H (-5.07805, 0.70561, 1.12916)  0.073
H (0.85327, 2.25125, 0.94408)  0.077
C (1.00550, -0.78685, -2.60745)  -0.245
H (0.29720, 1.91093, -0.70371)  0.093
C (3.56469, -0.62142, 0.27455)  -0.032
C (2.52425, -0.68139, 1.34733)  -0.317
H (-4.27362, 0.60287, 2.69648)  0.072
H (1.21973, -0.38973, -0.55700)  0.099
H (2.57602, -1.27966, -4.01554)  0.114
H (0.90775, 0.20093, -3.07071)  0.158
C (-2.98184, 0.12399, 0.98582)  -0.146
O (-1.98319, 1.02586, -2.29310)  0.094
S (-3.73986, 2.65043, 1.55723)  0.873
C (-2.95333, 2.36837, -0.04412)  -0.393
C (0.94601, -1.27219, 2.74961)  -0.705
H (-0.43002, 3.23955, 0.22258)  0.087
H (1.27226, 1.89315, 3.76206)  0.093
H (-3.37919, -0.69011, 0.37826)  0.123
C (-0.40435, -1.31137, -2.27437)  -0.107
C (0.72623, 0.96101, 3.87939)  -0.024
H (-2.34784, 3.22750, -0.32331)  0.079
H (-0.82498, -1.01173, -0.20283)  0.134
N (-1.00420, -0.65106, -1.12573)  0.087
N (2.25952, 0.38809, 2.08596)  0.133
C (-2.13463, 1.09219, 0.13148)  -0.469
C (3.09061, -0.80141, -1.16796)  -0.471
N (1.75764, -0.67386, -1.35965)  0.121
O (0.71916, -1.99004, -4.63399)  -0.061
O (3.89656, -1.03182, -2.05097)  0.054
C (1.67466, -1.73265, -3.60861)  -0.213
H (1.71915, -2.77906, 1.34299)  0.114
O (-0.93654, 1.31699, 0.87719)  -0.158
H (1.96338, -2.65746, -3.09853)  0.128
H (-3.70394, 2.22557, -0.82098)  0.098
H (0.84304, 0.59331, 4.89737)  0.085
C (-1.73125, 0.48986, -1.23024)  -0.431
H (-2.32768, -0.31734, 1.73870)  0.105
H (4.32929, -1.38351, 0.43014)  0.128
H (4.07030, 0.34409, 0.32382)  0.129
H (1.15918, -2.47027, -5.34107)  0.091
Cl (-0.25349, -2.02553, 3.70785)  0.726
H (-0.36294, -2.38480, -2.07991)  0.136
N (1.28926, 0.01674, 2.93621)  -0.198
H (-1.04908, -1.15416, -3.13532)  0.126
C (-4.13969, 0.88595, 1.65392)  -0.449
C (-0.01921, 2.23057, 0.29494)  -0.065
H (-0.32805, 1.12867, 3.66332)  0.083
C (1.72231, -1.77605, 1.73464)  -0.033

***

Which is most stable, and by how much? one, by 0.0048 hartree.